DFT (wB97M-V/def2-TZVPD) results for a molecular structure, C31H19MoN2O5PS2 in a non-equilibrium geometry.

Summary:
Energy relative to the best compared isomer or geometry (same formula, charge and spin): 18.12 kJ/mol
HOMO energy (alpha / beta): -7.72 / -8.11 eV
Multiplicity: 3
Orbital gap (alpha / beta): 6.67 / 6.30 eV
Total charge: 0

Each line ends with the natural charge from an NBO analysis.
Element x y z (Å)
Mo -0.505 0.056 1.199  0.545
S -2.514 -0.526 2.286  0.046
C -3.773 -0.180 1.131  -0.281
C -5.091 -0.036 1.638  0.257
N -6.146 0.129 2.070  -0.290
C -3.479 -0.023 -0.183  -0.270
S -1.857 -0.200 -0.775  0.057
C -4.492 0.250 -1.145  0.254
N -5.293 0.490 -1.935  -0.275
O 0.337 -0.438 3.346  -0.452
C 0.712 -1.056 2.371  0.415
C 1.719 -2.065 2.108  -0.110
C 2.291 -2.920 3.048  -0.166
C 3.196 -3.870 2.611  -0.196
C 3.543 -3.947 1.266  -0.162
C 2.996 -3.072 0.336  -0.194
C 2.061 -2.139 0.756  -0.288
P 1.300 -0.824 -0.277  1.128
C 0.688 -1.674 -1.753  -0.399
C 0.507 -0.908 -2.906  -0.186
C -0.055 -1.485 -4.032  -0.202
C -0.445 -2.817 -4.010  -0.187
C -0.272 -3.577 -2.862  -0.222
C 0.292 -3.007 -1.731  -0.136
C 2.829 -0.015 -0.872  -0.350
C 3.403 1.036 -0.164  -0.114
C 4.603 1.584 -0.593  -0.223
C 5.236 1.083 -1.720  -0.190
C 4.673 0.026 -2.419  -0.202
C 3.472 -0.524 -2.001  -0.213
H 2.022 -2.845 4.093  0.235
H 3.642 -4.556 3.319  0.227
H 4.255 -4.695 0.941  0.225
H 3.293 -3.124 -0.703  0.233
H 0.802 0.135 -2.905  0.241
H -0.206 -0.890 -4.923  0.223
H -0.892 -3.263 -4.889  0.220
H -0.584 -4.613 -2.847  0.220
H 0.415 -3.595 -0.830  0.211
H 2.909 1.429 0.710  0.237
H 5.039 2.411 -0.048  0.220
H 6.166 1.520 -2.060  0.217
H 5.165 -0.373 -3.297  0.217
H 3.025 -1.334 -2.561  0.226
O 0.561 2.223 -0.795  -0.607
C 0.109 2.208 0.343  0.719
O 0.747 1.680 1.379  -0.708
C -1.245 2.773 0.650  -0.215
C -2.044 3.208 -0.404  -0.137
C -3.334 3.682 -0.197  -0.265
C -3.788 3.693 1.104  0.271
O -4.987 4.112 1.573  -0.465
C -4.997 3.830 2.974  0.232
O -3.677 3.429 3.337  -0.485
C -2.990 3.278 2.167  0.284
C -1.713 2.820 1.980  -0.252
H -1.630 3.154 -1.402  0.247
H -3.957 4.019 -1.013  0.241
H -5.700 3.019 3.176  0.175
H -5.275 4.729 3.524  0.169
H -1.069 2.582 2.815  0.252

DFT (wB97M-V/def2-TZVPD) results for a molecular structure, C31H20BrF4GaN2O2P in a non-equilibrium geometry.

Summary:
HOMO energy: -16.80 eV
Orbital gap: 4.74 eV
Total charge: +3

Each line ends with the natural charge from an NBO analysis.
Element x y z (Å)
Ga -0.015 -0.007 0.262  1.359
F 4.861 5.707 0.308  -0.221
C 4.362 4.513 0.166  0.348
C 5.183 3.391 0.247  0.299
F 6.469 3.508 0.460  -0.232
C 4.626 2.130 0.095  0.429
F 5.423 1.065 0.116  -0.287
C 3.259 1.933 -0.104  -0.535
P 2.684 0.207 -0.135  1.258
C 3.297 -0.561 -1.607  -0.500
C 3.375 -1.965 -1.660  -0.172
C 3.906 -2.571 -2.777  -0.182
C 4.316 -1.796 -3.864  -0.082
C 4.216 -0.407 -3.820  -0.206
C 3.684 0.218 -2.710  -0.077
C 3.260 -0.598 1.369  -0.497
C 2.537 -0.448 2.555  -0.131
C 3.027 -0.972 3.736  -0.204
C 4.245 -1.649 3.735  -0.116
C 4.956 -1.808 2.554  -0.182
C 4.467 -1.308 1.358  -0.154
C 2.456 3.075 -0.199  -0.149
Br 0.602 2.961 -0.526  0.203
C 3.000 4.343 -0.077  0.380
F 2.214 5.395 -0.184  -0.261
H 3.058 -2.565 -0.816  0.221
H 4.002 -3.648 -2.812  0.254
H 4.699 -2.279 -4.753  0.261
H 4.550 0.187 -4.659  0.262
H 3.593 1.296 -2.684  0.228
H 1.589 0.089 2.557  0.191
H 2.469 -0.856 4.654  0.256
H 4.628 -2.063 4.658  0.261
H 5.910 -2.318 2.554  0.261
H 5.036 -1.431 0.449  0.246
O -5.083 5.702 -0.068  -0.629
C -5.604 4.488 -0.050  0.762
O -6.779 4.286 -0.101  -0.496
C -4.664 3.284 0.025  -0.076
C -5.263 2.027 0.023  -0.130
C -4.511 0.872 0.062  -0.181
C -3.114 0.959 0.100  0.033
C -2.524 2.220 0.136  -0.140
C -3.277 3.378 0.091  -0.191
N -2.256 -0.156 0.126  -0.509
C -2.631 -1.370 -0.006  0.174
C -1.686 -2.473 0.114  0.107
C -2.081 -3.791 -0.056  -0.152
C -1.143 -4.802 0.125  -0.076
C 0.149 -4.463 0.498  -0.199
C 0.473 -3.121 0.635  0.089
N -0.422 -2.155 0.433  -0.599
H -4.129 5.792 -0.030  0.491
H -6.342 1.967 -0.008  0.286
H -5.029 -0.077 0.069  0.230
H -1.439 2.277 0.199  0.160
H -2.760 4.327 0.117  0.224
H -3.668 -1.638 -0.190  0.248
H -3.102 -4.024 -0.327  0.269
H -1.423 -5.838 -0.017  0.275
H 0.898 -5.220 0.682  0.272
H 1.467 -2.806 0.933  0.227

DFT (wB97M-V/def2-TZVPD) results for a molecular structure, C31H20Cl5N2NiO4P in a non-equilibrium geometry.

Summary:
Energy relative to the best compared isomer or geometry (same formula, charge and spin): 0.00 kJ/mol
HOMO energy (alpha / beta): -7.45 / -8.54 eV
Multiplicity: 3
Orbital gap (alpha / beta): 7.13 / 8.15 eV
Total charge: 0

Each line ends with the natural charge from an NBO analysis.
Element x y z (Å)
Ni 9.039 14.956 4.699  1.128
N 11.102 14.748 4.603  -0.946
C 11.772 14.887 5.886  0.193
C 13.147 14.577 5.939  -0.217
C 13.855 14.890 7.074  -0.181
C 13.183 15.402 8.184  -0.223
C 11.839 15.686 8.173  -0.172
C 11.089 15.302 7.007  -0.394
P 9.296 15.401 6.874  0.987
C 8.651 16.961 7.505  -0.376
C 9.483 18.064 7.572  -0.217
C 8.912 19.358 7.776  -0.185
C 7.572 19.492 8.070  -0.207
C 6.797 18.378 8.115  -0.233
C 7.291 17.145 7.849  -0.138
C 8.591 14.013 7.616  -0.419
C 9.379 13.022 8.312  -0.173
C 8.804 11.882 8.820  -0.211
C 7.490 11.591 8.410  -0.217
C 6.727 12.502 7.687  -0.139
C 7.222 13.771 7.392  -0.209
H 11.236 13.700 4.294  0.449
H 11.547 15.458 3.973  0.401
H 13.589 14.169 5.030  0.229
H 14.894 14.830 7.142  0.219
H 13.725 15.590 9.159  0.221
H 11.346 16.219 8.961  0.226
H 10.537 18.077 7.369  0.232
H 9.573 20.260 7.783  0.225
H 7.093 20.514 8.285  0.226
H 5.775 18.439 8.512  0.220
H 6.571 16.304 7.890  0.213
H 10.434 13.278 8.422  0.221
H 9.432 11.247 9.461  0.227
H 7.063 10.598 8.619  0.222
H 5.673 12.234 7.452  0.220
H 6.647 14.545 6.872  0.217
Cl 6.987 14.733 3.568  0.024
C 7.371 16.465 3.676  -0.090
C 8.625 16.633 4.267  -0.451
C 9.121 17.923 4.358  -0.006
Cl 10.801 18.227 4.479  0.021
C 8.188 18.982 4.136  -0.111
Cl 8.718 20.572 4.435  0.044
C 6.874 18.816 3.660  -0.145
Cl 5.752 20.028 3.534  0.102
C 6.460 17.439 3.471  -0.064
Cl 4.842 16.971 3.107  0.048
O 11.099 12.281 3.977  -0.707
C 9.899 11.990 4.246  0.779
O 8.928 12.833 4.535  -0.832
C 9.569 10.574 4.303  -0.116
C 10.622 9.635 4.157  -0.138
C 10.309 8.269 4.429  -0.226
C 9.040 7.968 4.899  -0.194
C 8.039 8.936 5.024  -0.003
C 8.286 10.248 4.664  -0.157
N 6.637 8.517 5.311  0.544
O 6.466 7.348 5.541  -0.366
O 5.838 9.432 5.242  -0.378
H 11.622 9.925 3.915  0.244
H 11.037 7.467 4.213  0.226
H 8.639 6.938 5.095  0.251
H 7.422 10.988 4.557  0.281

DFT (wB97M-V/def2-TZVPD) results for a molecular structure, C31H20Cl60NOS in a non-equilibrium geometry.

Summary:
HOMO energy: -11.04 eV
Orbital gap: 7.32 eV
Total charge: +1

Each line ends with the Mulliken charge.
Element x y z (Å)
C -5.533 2.159 5.408  -1.329
C -4.718 1.393 4.311  0.472
C -3.446 0.774 4.727  -0.884
C -2.697 0.035 3.722  -3.012
C -3.126 -0.141 2.313  1.195
C -2.215 -1.010 1.391  0.432
C -1.710 -0.302 0.075  -1.252
C -2.988 -2.370 1.068  -1.169
C -4.385 0.492 1.952  0.889
O -4.907 0.369 0.631  -0.482
C -4.319 1.404 -0.129  -0.499
S -5.512 2.605 -0.882  -0.043
C -4.380 3.929 -1.528  0.559
C -3.958 4.908 -0.569  -0.282
C -3.021 5.958 -0.981  -0.523
C -2.639 5.818 -2.382  -0.525
C -3.221 4.760 -3.181  0.000
N -4.103 3.765 -2.847  -0.436
C -5.187 1.272 2.919  -0.544
H -5.322 1.688 6.403  0.296
H -5.327 3.261 5.393  0.360
H -6.632 2.044 5.194  0.352
H -3.028 0.847 5.759  0.415
H -1.754 -0.449 4.041  1.711
H -1.290 -1.263 1.989  0.581
H -2.472 -0.539 -0.730  0.221
H -1.677 0.818 0.203  0.226
H -0.737 -0.698 -0.318  0.411
H -3.688 -2.138 0.214  0.269
H -2.232 -3.135 0.731  0.326
H -3.528 -2.688 1.992  0.246
H -3.697 1.005 -0.984  0.248
H -3.600 2.011 0.493  0.504
H -6.357 3.163 0.046  0.266
H -4.326 4.869 0.482  0.304
H -2.669 6.740 -0.277  0.435
H -1.904 6.521 -2.835  0.357
H -2.887 4.725 -4.252  0.437
H -6.150 1.769 2.633  0.350
C -6.896 -1.648 5.601  0.126
Cl -5.361 -0.916 5.079  0.197
Cl -7.028 -3.290 4.942  -0.052
Cl -6.946 -1.716 7.371  -0.104
Cl -8.248 -0.663 5.005  -0.112
C 0.848 2.273 4.146  0.150
Cl 1.161 3.475 2.877  -0.124
Cl 2.090 1.013 4.082  0.011
Cl 0.883 3.065 5.731  -0.114
Cl -0.751 1.535 3.883  0.083
C -10.842 -3.289 6.955  0.340
Cl -10.404 -3.638 5.273  -0.080
Cl -9.848 -4.275 8.041  -0.083
Cl -10.561 -1.571 7.295  -0.079
Cl -12.553 -3.670 7.211  -0.096
C 5.796 -0.081 5.144  0.221
Cl 5.670 -0.415 6.879  -0.096
Cl 4.534 -0.981 4.276  -0.037
Cl 5.586 1.656 4.859  -0.097
Cl 7.388 -0.587 4.555  0.017
C 10.424 -0.690 2.066  0.327
Cl 10.307 -1.027 3.804  -0.104
Cl 9.161 -1.587 1.203  -0.023
Cl 10.212 1.051 1.790  -0.101
Cl 12.015 -1.193 1.473  -0.096
C 8.181 0.190 -2.672  0.234
Cl 9.067 0.768 -1.251  -0.037
Cl 7.066 1.453 -3.229  -0.101
Cl 9.326 -0.196 -3.967  -0.026
Cl 7.260 -1.264 -2.243  -0.060
C 11.162 1.414 -7.126  0.315
Cl 9.646 2.052 -6.467  -0.021
Cl 12.118 0.697 -5.817  -0.100
Cl 10.812 0.170 -8.348  -0.117
Cl 12.081 2.732 -7.875  -0.074
C 7.294 2.187 -10.334  0.196
Cl 5.859 2.050 -9.298  -0.088
Cl 7.678 3.897 -10.587  -0.033
Cl 8.670 1.388 -9.549  0.037
Cl 6.971 1.413 -11.896  -0.105
C -2.194 1.117 -5.699  0.256
Cl -2.970 1.077 -7.291  -0.096
Cl -3.083 2.225 -4.633  -0.036
Cl -2.203 -0.511 -4.995  -0.095
Cl -0.521 1.679 -5.868  0.000
C -2.018 -4.233 4.694  0.110
Cl -2.187 -4.557 6.428  -0.098
Cl -3.254 -5.131 3.799  0.025
Cl -2.224 -2.492 4.393  0.102
Cl -0.408 -4.739 4.150  -0.105
C -3.679 -7.506 0.651  0.319
Cl -2.191 -6.567 0.867  -0.040
Cl -4.437 -7.066 -0.889  -0.102
Cl -3.285 -9.231 0.641  -0.074
Cl -4.808 -7.151 1.984  -0.116
C 9.890 7.587 -9.830  0.304
Cl 10.381 5.998 -9.213  -0.029
Cl 8.143 7.588 -10.146  -0.101
Cl 10.271 8.831 -8.626  -0.095
Cl 10.761 7.932 -11.333  -0.092
C 3.979 -3.336 -0.304  0.215
Cl 4.281 -2.125 -1.562  -0.075
Cl 5.208 -4.608 -0.398  -0.095
Cl 4.053 -2.558 1.286  0.015
Cl 2.371 -4.048 -0.542  -0.077
C 2.340 4.391 -5.078  0.296
Cl 0.805 5.058 -4.481  -0.063
Cl 3.261 3.724 -3.719  -0.061
Cl 2.005 3.106 -6.252  -0.083
Cl 3.278 5.673 -5.857  -0.081
C -6.011 -11.256 3.350  0.283
Cl -5.547 -12.314 2.005  -0.103
Cl -5.681 -9.568 2.910  0.021
Cl -7.739 -11.454 3.689  -0.103
Cl -5.072 -11.685 4.791  -0.101

DFT (wB97M-V/def2-TZVPD) results for a molecular structure, C31H21BrF4N5O2PRuS in a non-equilibrium geometry.

Summary:
Energy relative to the best compared isomer or geometry (same formula, charge and spin): 28.71 kJ/mol
HOMO energy (alpha / beta): -11.08 / -10.95 eV
Multiplicity: 2
Orbital gap (alpha / beta): 7.46 / 6.47 eV
Total charge: +1

Each line ends with the natural charge from an NBO analysis.
Element x y z (Å)
Ru -0.216 0.314 0.077  0.725
N -2.355 -3.177 -1.451  -0.760
C -1.515 -2.208 -1.076  0.293
S -2.087 -1.072 0.118  0.008
N -0.321 -2.184 -1.626  -0.407
N 0.440 -1.171 -1.151  -0.163
C 1.682 -1.150 -1.479  0.014
C 2.495 -0.104 -0.869  0.155
C 3.855 0.043 -1.078  -0.210
C 4.544 1.013 -0.371  -0.127
C 3.862 1.812 0.536  -0.256
C 2.501 1.633 0.679  0.126
N 1.833 0.710 -0.023  -0.454
H -3.278 -3.223 -1.058  0.414
H -2.025 -3.928 -2.033  0.420
H 2.078 -1.900 -2.154  0.231
H 4.355 -0.605 -1.786  0.242
H 5.608 1.145 -0.516  0.242
H 4.373 2.558 1.127  0.247
H 1.913 2.245 1.350  0.224
F -3.670 2.621 -6.626  -0.265
C -3.231 2.515 -5.384  0.310
C -3.928 3.099 -4.349  0.270
F -5.034 3.784 -4.597  -0.269
C -3.458 2.978 -3.054  0.410
F -4.151 3.627 -2.116  -0.300
C -2.312 2.256 -2.734  -0.450
P -1.803 2.066 -0.970  1.098
C -3.375 1.987 -0.086  -0.415
C -4.344 1.108 -0.569  -0.190
C -5.546 0.960 0.104  -0.201
C -5.778 1.679 1.269  -0.185
C -4.811 2.545 1.757  -0.212
C -3.603 2.693 1.091  -0.120
C -0.976 3.668 -0.744  -0.355
C 0.407 3.716 -0.890  -0.233
C 1.088 4.910 -0.709  -0.145
C 0.388 6.062 -0.375  -0.204
C -0.993 6.022 -0.255  -0.191
C -1.680 4.831 -0.444  -0.196
C -1.604 1.705 -3.812  -0.120
Br 0.033 0.795 -3.625  0.117
C -2.058 1.835 -5.112  0.307
F -1.384 1.314 -6.131  -0.280
H -4.162 0.547 -1.478  0.218
H -6.300 0.287 -0.282  0.222
H -6.713 1.556 1.801  0.226
H -4.996 3.111 2.660  0.226
H -2.842 3.345 1.497  0.232
H 0.949 2.818 -1.157  0.208
H 2.163 4.941 -0.830  0.209
H 0.918 6.991 -0.216  0.226
H -1.542 6.923 -0.014  0.228
H -2.758 4.812 -0.357  0.233
O -0.768 2.586 3.436  -0.573
C -0.555 1.707 2.638  0.760
O -0.853 1.734 1.371  -0.715
C 0.098 0.413 3.037  0.089
C 0.396 0.139 4.359  -0.188
C 0.977 -1.079 4.668  -0.134
C 1.260 -1.970 3.643  -0.228
C 0.950 -1.613 2.345  0.063
N 0.370 -0.447 2.052  -0.406
H 0.161 0.888 5.102  0.263
H 1.206 -1.333 5.695  0.239
H 1.704 -2.934 3.844  0.242
H 1.166 -2.272 1.513  0.215

DFT (wB97M-V/def2-TZVPD) results for a molecular structure, C31H21Cl5IrN2O2S6.

Summary:
Energy relative to the best compared isomer or geometry (same formula, charge and spin): 0.00 kJ/mol
HOMO energy: -3.95 eV
Orbital gap: 6.08 eV
Total charge: -1

Each line ends with the natural charge from an NBO analysis.
Element x y z (Å)
Ir -0.601 -0.128 0.420  0.702
Cl -2.123 4.473 5.637  0.021
C -2.157 3.406 4.281  -0.149
C -1.100 2.538 4.041  -0.045
Cl 0.267 2.517 5.091  0.033
C -1.138 1.678 2.956  -0.190
Cl 0.177 0.563 2.682  0.145
C -2.230 1.622 2.055  0.426
O -2.303 0.832 1.045  -0.656
C -3.284 2.536 2.322  -0.148
Cl -4.611 2.527 1.231  0.046
C -3.246 3.394 3.405  -0.055
Cl -4.560 4.478 3.682  0.032
S -1.605 -0.671 -1.560  -0.097
C -2.663 -2.015 -1.150  -0.086
C -3.539 -2.512 -2.113  -0.261
C -4.362 -3.590 -1.835  -0.245
C -4.318 -4.183 -0.578  -0.243
C -3.453 -3.695 0.385  -0.216
C -2.616 -2.611 0.119  -0.227
S -1.518 -2.034 1.361  -0.123
H -3.570 -2.038 -3.088  0.203
H -5.041 -3.963 -2.593  0.197
H -4.960 -5.025 -0.349  0.197
H -3.416 -4.152 1.367  0.205
O 1.061 -1.083 -0.465  -0.829
C 2.338 -1.421 -0.030  0.135
C 3.344 -0.471 -0.683  -0.188
C 3.434 0.877 -0.499  -0.276
C 4.436 1.486 -1.299  -0.246
C 5.099 0.585 -2.075  -0.451
S 4.515 -1.006 -1.831  0.453
C 2.566 -1.435 1.480  -0.209
C 3.576 -0.850 2.191  -0.269
C 3.543 -1.169 3.574  -0.272
C 2.514 -2.005 3.881  -0.429
S 1.578 -2.402 2.507  0.513
C 2.582 -2.853 -0.506  -0.211
C 3.624 -3.693 -0.235  -0.275
C 3.461 -4.972 -0.824  -0.266
C 2.286 -5.075 -1.507  -0.448
S 1.373 -3.631 -1.434  0.533
H 2.791 1.416 0.179  0.253
H 4.644 2.546 -1.296  0.219
H 5.901 0.770 -2.772  0.229
H 4.318 -0.211 1.738  0.230
H 4.238 -0.777 4.302  0.215
H 2.241 -2.391 4.850  0.231
H 4.467 -3.403 0.378  0.226
H 4.176 -5.777 -0.730  0.211
H 1.900 -5.934 -2.032  0.227
C 1.649 -0.755 -4.112  -0.676
C 1.142 0.592 -3.742  0.350
C 0.837 1.584 -4.639  -0.363
C 0.304 2.779 -4.134  0.314
N 0.100 2.982 -2.847  -0.488
C 0.392 1.995 -1.986  0.303
S 0.106 2.164 -0.331  -0.126
N 0.954 0.835 -2.438  -0.582
C -0.115 3.878 -5.063  -0.649
H 1.763 -0.837 -5.191  0.217
H 0.938 -1.504 -3.761  0.266
H 2.605 -0.957 -3.624  0.251
H 0.982 1.433 -5.699  0.220
H 1.069 0.050 -1.718  0.509
H 0.466 3.872 -5.984  0.210
H -0.025 4.839 -4.563  0.238
H -1.167 3.734 -5.322  0.237